[1]
Entry from OMol25: a molecular structure, C30H40Cl2MnN2O3P in a non-equilibrium geometry (the ωB97M-V functional and the def2-TZVPD basis).

Geometry as ORCA input:
```
! RIJCOSX wB97M-V def2-TZVPD def2/J DEFGRID3
* xyz -1 6
O 0.960 -0.920 3.230
C 1.327 -1.919 2.641
C 2.680 -2.140 1.998
C 3.524 -1.084 1.583
H 3.072 -0.127 1.285
C 4.897 -1.257 1.658
H 5.592 -0.415 1.422
C 5.439 -2.490 2.060
H 6.523 -2.653 2.112
C 4.591 -3.582 2.379
H 4.991 -4.557 2.683
C 3.230 -3.397 2.304
H 2.521 -4.188 2.598
H 0.640 -2.780 2.442
C -0.674 -3.665 0.677
C 0.123 -2.549 -0.013
H -0.116 -4.604 0.785
H -1.516 -3.722 -0.047
H -1.128 -3.435 1.636
C 1.257 -2.816 -0.772
C 1.150 -3.821 -1.846
H 2.245 -2.365 -0.638
H 1.804 -4.679 -1.695
H 1.374 -3.305 -2.797
H 0.089 -4.158 -1.913
Mn -0.190 -1.361 -1.295
Cl 1.819 0.165 -1.293
Cl -1.748 -1.973 -2.823
C -0.677 1.364 -2.573
O -1.039 1.188 -1.392
N -1.410 1.998 -3.507
C -2.688 2.608 -3.182
C -0.964 2.035 -4.888
H 0.305 1.013 -2.940
H -2.991 2.362 -2.173
H -3.439 2.259 -3.904
H -2.617 3.698 -3.294
H -0.004 1.529 -4.969
H -0.856 3.077 -5.229
H -1.696 1.542 -5.548
H -5.294 -0.179 1.433
H -4.473 0.217 3.864
C -4.623 -1.036 1.403
C -3.794 -0.640 3.703
N -3.504 -0.797 2.287
H -4.245 -1.195 0.400
C -2.243 -0.757 1.795
O -2.001 -0.862 0.603
H -2.857 -0.478 4.255
H -1.440 -0.632 2.562
H -5.170 -1.915 1.736
H -4.292 -1.542 4.103
C 0.376 1.810 3.318
P 0.079 1.997 1.514
C -1.317 3.187 1.491
C -2.326 3.098 2.473
C -3.564 3.704 2.271
C -3.833 4.421 1.096
C -2.809 4.576 0.146
C -1.551 4.017 0.375
C 1.499 3.052 1.044
C 1.595 3.485 -0.299
C 2.645 4.306 -0.705
C 3.659 4.648 0.197
C 3.621 4.135 1.498
C 2.558 3.333 1.919
H -0.495 1.324 3.763
H 0.583 2.776 3.788
H 1.213 1.114 3.454
H -2.129 2.553 3.399
H -4.333 3.609 3.041
H -4.812 4.861 0.924
H -2.994 5.140 -0.774
H -0.737 4.227 -0.316
H 0.845 3.163 -1.014
H 2.661 4.695 -1.729
H 4.467 5.317 -0.115
H 4.425 4.369 2.204
H 2.547 2.940 2.936
*
```

Its energy relative to the best compared isomer or geometry (same formula, charge and spin) is 92.3 kcal/mol. The calculation puts the LUMO energy (alpha / beta) at 2.634 / 2.630 eV. As for the expectation value of S²: 8.862. The value obtained for the energy is -106535.324 eV. The calculation puts the gap between HOMO and LUMO (alpha / beta) at 5.47 / 6.20 eV.

[2]
Entry from OMol25: C30H40ClN7O3S in the gas phase (the ωB97M-V functional and the def2-TZVPD basis).

Geometry as ORCA input:
```
! RIJCOSX wB97M-V def2-TZVPD def2/J DEFGRID3
* xyz 0 1
C -0.610 -0.227 -3.557
O -0.938 0.448 -2.369
C -1.412 -0.271 -1.316
C -1.811 -1.593 -1.391
C -2.372 -2.266 -0.297
N -2.797 -3.578 -0.453
C -3.559 -4.227 0.591
C -2.661 -4.878 1.648
C -1.744 -5.899 0.968
N -0.944 -6.614 1.949
C -0.439 -7.894 1.495
C 0.084 -8.679 2.695
N 1.156 -7.941 3.335
C 1.742 -8.682 4.428
C 0.660 -6.647 3.763
C 0.144 -5.871 2.554
C -0.964 -5.190 -0.152
C -1.944 -4.532 -1.131
C -2.560 -1.540 0.881
C -2.148 -0.224 0.968
C -1.544 0.419 -0.098
N -1.106 1.748 0.030
C 0.096 2.210 -0.367
N 1.013 1.342 -0.793
C 2.167 1.850 -1.187
C 2.434 3.203 -1.147
Cl 3.949 3.852 -1.692
C 1.426 4.050 -0.632
N 1.666 5.390 -0.565
C 0.860 6.413 -0.118
C -0.372 6.212 0.511
C -1.120 7.290 0.944
C -0.669 8.591 0.773
C 0.543 8.805 0.142
C 1.292 7.732 -0.301
S 2.804 8.080 -1.207
O 3.145 9.466 -1.041
O 3.805 7.104 -0.827
C 2.376 7.784 -2.970
C 3.663 7.955 -3.749
C 1.296 8.772 -3.349
N 0.266 3.536 -0.254
H -1.500 -0.632 -4.052
H -0.152 0.521 -4.202
H 0.107 -1.033 -3.374
H -1.731 -2.111 -2.332
H -4.246 -3.509 1.039
H -4.163 -5.006 0.109
H -2.064 -4.106 2.135
H -3.265 -5.376 2.406
H -2.388 -6.657 0.501
H -1.252 -8.454 1.026
H 0.381 -7.782 0.766
H 0.475 -9.643 2.360
H -0.752 -8.861 3.394
H 2.566 -8.106 4.847
H 2.135 -9.625 4.048
H 1.021 -8.901 5.232
H 1.480 -6.095 4.228
H -0.158 -6.751 4.498
H -0.215 -4.895 2.881
H 0.983 -5.728 1.853
H -0.325 -4.415 0.274
H -0.337 -5.905 -0.687
H -1.388 -4.044 -1.929
H -2.585 -5.299 -1.581
H -3.009 -1.991 1.751
H -2.278 0.314 1.895
H -1.710 2.416 0.483
H 2.904 1.143 -1.543
H 2.624 5.674 -0.787
H -0.716 5.201 0.644
H -2.068 7.112 1.430
H -1.255 9.426 1.124
H 0.938 9.796 -0.018
H 2.018 6.754 -3.014
H 4.031 8.971 -3.620
H 4.415 7.267 -3.369
H 3.509 7.763 -4.809
H 0.386 8.585 -2.782
H 1.642 9.779 -3.127
H 1.065 8.705 -4.410
*
```

Its energy relative to the best compared isomer or geometry (same formula, charge and spin) is 7.1 kcal/mol. The calculation puts the LUMO energy at 0.570 eV. The value obtained for the energy is -71690.491 eV. The calculation puts the gap between HOMO and LUMO at 7.90 eV. As for the SMILES: COc1cc(N2CCC(N3CCN(C)CC3)CC2)ccc1Nc1ncc(Cl)c(Nc2ccccc2S(=O)(=O)C(C)C)n1.

[3]
Entry from OMol25: a molecular structure, C30H40IrN3OSSi2Te in a non-equilibrium geometry (the ωB97M-V functional and the def2-TZVPD basis).

Geometry as ORCA input:
```
! RIJCOSX wB97M-V def2-TZVPD def2/J DEFGRID3
* xyz 0 1
Ir -0.518 1.176 -1.293
N 1.194 3.939 1.695
C 0.826 2.865 0.957
S -0.902 2.683 0.720
N 1.730 2.046 0.529
N 1.310 0.963 -0.163
C 2.214 0.084 -0.535
C 1.897 -1.140 -1.178
C 2.933 -1.913 -1.729
C 2.686 -3.083 -2.404
C 1.371 -3.528 -2.548
C 0.333 -2.824 -1.984
C 0.551 -1.626 -1.280
O -0.454 -1.009 -0.713
H 0.508 4.665 1.816
H 2.163 4.212 1.668
H 3.264 0.315 -0.363
H 3.945 -1.546 -1.631
H 3.500 -3.656 -2.824
H 1.165 -4.426 -3.112
H -0.686 -3.172 -2.078
C 2.514 -1.270 4.119
Si 1.532 0.331 4.467
C 2.571 1.774 3.797
C 1.308 0.505 6.357
C -0.229 0.405 3.725
Te -0.625 -0.326 1.710
C -0.219 -2.381 2.184
Si -1.925 -3.223 2.256
C -1.727 -5.058 2.727
C -2.946 -2.333 3.600
C -2.730 -3.072 0.542
H 3.526 -1.168 4.502
H 2.590 -1.469 3.053
H 2.082 -2.145 4.597
H 3.556 1.775 4.252
H 2.107 2.734 3.997
H 2.702 1.700 2.722
H 2.265 0.564 6.865
H 0.766 -0.334 6.781
H 0.751 1.404 6.602
H -0.532 1.450 3.670
H -0.936 -0.107 4.373
H 0.316 -2.431 3.123
H 0.395 -2.811 1.398
H -1.255 -5.177 3.696
H -1.126 -5.592 1.998
H -2.698 -5.540 2.772
H -2.481 -2.439 4.577
H -3.950 -2.736 3.672
H -3.028 -1.271 3.381
H -2.189 -3.677 -0.180
H -2.683 -2.040 0.203
H -3.767 -3.392 0.532
C -3.339 -1.885 -4.053
C -2.867 -1.372 -5.251
C -2.191 -0.169 -5.269
C -1.949 0.535 -4.085
C -2.499 0.039 -2.897
C -3.184 -1.160 -2.880
C -1.160 1.750 -4.128
C -0.482 2.307 -3.093
C 0.229 3.578 -3.306
C -0.022 4.389 -4.421
C 0.597 5.612 -4.578
C 1.477 6.085 -3.621
C 1.752 5.298 -2.516
C 1.150 4.062 -2.369
H -3.853 -2.834 -4.038
H -3.034 -1.905 -6.176
H -1.840 0.240 -6.206
H -2.474 0.663 -1.993
H -3.614 -1.534 -1.961
H -1.108 2.178 -5.126
H -0.717 4.075 -5.183
H 0.391 6.203 -5.458
H 1.936 7.056 -3.735
H 2.441 5.657 -1.765
H 1.396 3.460 -1.506
*
```

Its energy relative to the best compared isomer or geometry (same formula, charge and spin) is 119.5 kcal/mol. The calculation puts the LUMO energy (alpha / beta) at -1.538 / -1.543 eV. The value obtained for the energy is -74997.433 eV. The calculation puts the gap between HOMO and LUMO (alpha / beta) at 5.08 / 5.08 eV.

[4]
Entry from OMol25: a molecular structure, C30H40N14SW (the ωB97M-V functional and the def2-TZVPD basis).

Geometry as ORCA input:
```
! RIJCOSX wB97M-V def2-TZVPD def2/J DEFGRID3
* xyz 4 1
W 0.688 0.300 -0.903
N 2.425 -1.118 1.251
C 4.578 -0.582 0.195
C 4.133 0.613 -0.668
N 2.889 0.528 -1.559
C 3.092 -0.394 -2.720
C 2.666 -1.795 -2.331
N 1.505 -1.694 -1.397
H 1.974 -1.477 2.092
H 2.681 0.780 0.915
H 5.621 -0.363 0.443
H 4.615 -1.503 -0.385
H 4.030 1.517 -0.061
H 4.948 0.826 -1.361
H 2.878 1.459 -1.975
H 2.478 -0.012 -3.538
H 4.129 -0.366 -3.057
H 2.389 -2.370 -3.212
H 3.466 -2.348 -1.846
H 0.759 -2.312 -1.722
H 1.787 -2.065 -0.482
N 3.923 0.315 2.385
C 3.847 -0.861 1.513
N 1.843 0.172 0.951
C 1.148 0.834 2.081
N 0.234 1.667 1.749
N 0.029 1.741 0.385
C 0.891 2.503 -0.322
C 0.555 2.945 -1.703
C 0.342 4.209 -2.198
C 0.052 4.329 -3.555
C -0.006 3.186 -4.352
C 0.232 1.950 -3.783
N 0.537 1.837 -2.482
C 1.684 0.595 3.398
C 0.880 0.763 4.533
C 1.431 0.670 5.793
C 2.795 0.429 5.929
C 3.609 0.273 4.812
C 3.076 0.347 3.539
H 4.881 0.544 2.626
H 4.245 -1.774 1.967
H 1.723 2.966 0.208
H 0.389 5.075 -1.550
H -0.135 5.304 -3.986
H -0.233 3.256 -5.407
H 0.194 1.045 -4.377
H -0.174 0.977 4.408
H 0.810 0.796 6.670
H 3.233 0.364 6.916
H 4.672 0.105 4.942
C -4.865 -1.035 1.166
C -4.463 -2.343 1.839
C -4.456 -3.514 0.863
C -3.131 -2.196 2.583
N -2.012 -1.875 1.665
C -1.561 -0.705 1.245
N -0.556 -0.949 0.406
N -0.464 -2.302 0.301
N -1.290 -2.848 1.091
H -5.868 -1.125 0.749
H -4.194 -0.786 0.335
H -4.879 -0.200 1.871
H -5.185 -2.555 2.632
H -3.767 -3.345 0.029
H -5.451 -3.648 0.440
H -4.175 -4.447 1.351
H -2.843 -3.118 3.084
H -3.178 -1.388 3.312
H -1.955 0.254 1.537
N -0.335 -1.885 -3.513
C -1.346 -1.130 -2.968
N -1.161 -0.153 -2.074
C -2.417 0.476 -1.792
C -2.672 1.625 -1.044
C -3.975 2.083 -0.929
C -5.040 1.425 -1.543
C -4.807 0.298 -2.305
C -3.497 -0.150 -2.420
S -2.952 -1.452 -3.427
H 0.420 -1.357 -3.931
H -0.651 -2.614 -4.144
H -1.887 2.190 -0.568
H -4.165 2.982 -0.357
H -6.046 1.810 -1.441
H -5.614 -0.210 -2.816
*
```

Its energy relative to the best compared isomer or geometry (same formula, charge and spin) is 89.3 kcal/mol. The calculation puts the LUMO energy (alpha / beta) at -13.175 / -13.627 eV. The value obtained for the energy is -65242.361 eV. The calculation puts the gap between HOMO and LUMO (alpha / beta) at 5.91 / 5.46 eV.

[5]
Entry from OMol25: a molecular structure, C30H41BF4N6ScSe in a non-equilibrium geometry (the ωB97M-V functional and the def2-TZVPD basis).

Geometry as ORCA input:
```
! RIJCOSX wB97M-V def2-TZVPD def2/J DEFGRID3
* xyz 1 1
Sc 11.272 9.770 10.496
C 12.656 5.448 10.811
C 12.066 6.787 10.556
N 12.445 7.939 10.952
C 13.540 8.138 11.916
C 14.074 9.518 11.734
N 12.947 10.467 11.877
C 13.287 11.916 11.817
C 12.475 12.671 10.771
N 11.066 12.101 10.753
C 10.027 12.652 9.863
C 10.057 11.967 8.496
N 9.993 10.526 8.775
C 9.415 9.717 7.994
C 8.549 10.109 6.803
C 9.552 8.277 8.380
C 8.807 7.191 7.932
C 9.083 5.895 8.305
C 10.147 5.740 9.231
C 10.873 6.865 9.655
N 10.582 8.090 9.198
H 12.528 4.838 9.904
H 12.213 4.906 11.630
H 13.681 5.678 10.940
H 14.323 7.399 11.706
H 13.162 7.965 12.981
H 14.483 9.641 10.759
H 14.912 9.840 12.405
H 12.590 10.337 12.795
H 14.358 11.970 11.611
H 13.167 12.406 12.837
H 12.935 12.586 9.771
H 12.374 13.693 11.093
H 10.742 12.207 11.708
H 10.073 13.710 9.784
H 9.124 12.222 10.362
H 10.966 12.146 7.951
H 9.134 12.250 8.021
H 8.947 9.617 5.925
H 8.507 11.137 6.632
H 7.507 9.868 6.986
H 8.064 7.453 7.183
H 8.568 5.027 7.951
H 10.471 4.799 9.624
N 4.562 10.803 11.746
C 5.318 10.304 12.852
C 6.071 11.196 13.557
C 6.776 10.866 14.687
C 6.858 9.518 15.019
C 6.218 8.526 14.233
C 5.444 8.923 13.130
H 3.998 11.589 12.007
H 4.054 10.072 11.266
H 6.011 12.250 13.201
H 7.283 11.617 15.278
H 7.410 9.212 15.875
H 6.340 7.490 14.526
H 4.882 8.220 12.520
C 13.483 6.076 16.155
C 12.450 6.902 15.365
C 12.303 8.313 15.456
C 11.379 9.067 14.699
C 11.243 10.566 15.018
C 10.621 8.408 13.672
Se 9.522 9.441 12.477
C 10.687 7.020 13.633
C 9.788 6.176 12.745
C 11.546 6.316 14.488
H 13.659 5.085 15.745
H 13.106 6.121 17.178
H 14.416 6.594 16.028
H 13.009 8.837 16.064
H 11.830 10.764 15.898
H 10.190 10.813 15.195
H 11.548 11.245 14.246
H 9.496 6.650 11.842
H 8.943 5.894 13.320
H 10.200 5.210 12.415
H 11.615 5.245 14.443
F 12.868 10.309 9.231
B 13.214 9.589 7.996
F 14.170 10.322 7.352
F 12.079 9.624 7.174
F 13.627 8.355 8.427
*
```

Its energy relative to the best compared isomer or geometry (same formula, charge and spin) is 17.7 kcal/mol. The calculation puts the LUMO energy at -3.623 eV. The value obtained for the energy is -138315.056 eV. The calculation puts the gap between HOMO and LUMO at 6.33 eV.